The following is a DFT calculation (ωB97M-V with the def2-TZVPD basis set) of C24H50F6N3O4P2ReS2Si4 as an isolated structure.

## Properties
* total charge: +1
* multiplicity: 2
* maximum force: 3.70 eV/A
* ΔE to the lowest compared entry with this formula, charge and spin: 269.8 kJ/mol
* molar mass: 983.3 g/mol
* <S²>: 1.141

Last column: Löwdin spin population.
Geometry (Å):
Re1 0.903 1.021 0.728  1.333
F1 0.115 4.143 4.526  0.000
C1 -0.672 3.330 3.855  0.000
F2 -1.546 4.030 3.135  0.000
F3 -1.320 2.528 4.675  0.000
S1 0.342 2.344 2.679  0.002
O1 -0.708 1.616 1.892  0.034
O2 1.095 3.332 1.932  0.012
N1 1.171 1.496 3.710  0.001
S2 1.379 -0.060 3.536  0.003
O3 0.595 -0.575 2.381  0.016
O4 2.726 -0.509 3.618  0.001
C2 0.521 -0.649 5.048  0.000
F4 0.549 -1.968 5.069  0.000
F5 1.129 -0.153 6.107  0.000
F6 -0.739 -0.230 5.009  0.000
C3 -3.769 2.208 0.674  0.003
P1 -2.781 0.932 -0.217  0.015
C4 -2.999 1.618 -1.919  0.001
C5 -4.037 -0.425 -0.285  0.002
C6 -4.390 -1.060 1.090  0.000
P2 -3.181 -0.769 2.491  0.000
C7 -2.588 -2.475 2.901  0.000
C8 -4.410 -0.602 3.857  0.000
H1 -3.843 1.958 1.734  0.000
H2 -4.772 2.276 0.249  0.001
H3 -3.291 3.189 0.597  0.000
H4 -4.054 1.745 -2.177  0.000
H5 -2.527 0.972 -2.659  0.000
H6 -2.512 2.596 -1.969  0.000
H7 -3.630 -1.188 -0.953  0.000
H8 -4.941 -0.023 -0.748  0.000
H9 -4.535 -2.135 0.973  0.000
H10 -5.331 -0.633 1.442  0.000
H11 -3.240 -3.243 2.478  0.000
H12 -2.584 -2.582 3.986  0.000
H13 -1.569 -2.625 2.543  0.000
H14 -5.051 -1.485 3.917  0.000
H15 -5.032 0.280 3.702  0.000
H16 -3.880 -0.484 4.803  0.000
C9 1.429 -1.713 -4.212  -0.004
Si1 0.383 -0.634 -3.104  -0.018
C10 0.381 1.109 -3.803  0.001
C11 -1.379 -1.274 -3.182  -0.006
Si2 1.190 -0.655 -0.845  -0.129
Si3 3.582 -1.441 -1.227  -0.115
C12 4.119 -2.892 -2.248  -0.010
C13 4.189 0.103 -2.083  -0.044
C14 4.201 -1.744 0.511  -0.015
Si4 0.512 -3.012 -0.295  -0.094
C15 -1.342 -2.847 -0.167  -0.036
C16 0.919 -4.270 -1.599  -0.008
C17 1.350 -3.479 1.296  -0.010
H17 0.870 -1.934 -5.127  -0.001
H18 1.682 -2.663 -3.735  0.000
H19 2.364 -1.219 -4.500  0.000
H20 -0.104 1.141 -4.785  0.000
H21 1.401 1.494 -3.926  0.000
H22 -0.162 1.789 -3.139  0.000
H23 -1.904 -0.823 -4.031  -0.001
H24 -1.934 -1.030 -2.272  0.000
H25 -1.409 -2.360 -3.316  0.000
H26 3.785 -2.854 -3.284  0.000
H27 3.816 -3.845 -1.818  0.000
H28 5.216 -2.866 -2.248  -0.003
H29 3.689 0.236 -3.049  0.000
H30 5.268 0.036 -2.264  -0.008
H31 4.005 0.988 -1.471  0.000
H32 4.398 -2.810 0.650  0.000
H33 3.497 -1.418 1.278  -0.001
H34 5.144 -1.209 0.684  -0.002
H35 -1.812 -2.984 -1.141  0.000
H36 -1.626 -1.864 0.225  -0.001
H37 -1.741 -3.612 0.509  -0.006
H38 0.424 -4.060 -2.552  0.000
H39 0.558 -5.246 -1.250  -0.002
H40 1.988 -4.361 -1.782  0.000
H41 1.390 -2.632 1.978  -0.001
H42 2.375 -3.812 1.113  0.000
H43 0.814 -4.292 1.799  -0.002
C18 2.979 1.409 0.906  0.019
H44 3.760 0.715 0.617  0.009
H45 3.065 1.517 1.991  0.010
H46 3.211 2.405 0.517  0.012
N2 0.792 7.271 -3.320  0.002
C19 0.796 6.261 -2.774  0.000
C20 0.770 4.998 -2.076  0.004
C21 -0.263 4.705 -1.195  -0.002
C22 -0.254 3.497 -0.537  0.007
N3 0.722 2.579 -0.697  0.011
C23 1.684 2.858 -1.581  0.012
C24 1.749 4.041 -2.282  -0.001
H47 -1.056 5.417 -1.011  0.000
H48 -1.059 3.247 0.136  0.000
H49 2.424 2.085 -1.725  0.002
H50 2.561 4.215 -2.973  0.000

***

The following is a DFT calculation (ωB97M-V with the def2-TZVPD basis set) of C24H50GeN5O4PY as an isolated structure.

## Properties
* total charge: +1
* maximum force: 0.20 eV/A
* ΔE to the lowest compared entry with this formula, charge and spin: 103.5 kJ/mol
* molar mass: 665.2 g/mol

Last column: Löwdin charge in e.
Geometry (Å):
Y1 -0.238 1.112 0.902  1.320
C1 1.158 2.113 -2.973  -0.015
N1 1.404 3.104 -1.936  -0.137
C2 1.046 4.481 -2.244  -0.028
C3 1.421 2.691 -0.669  -0.481
O1 1.640 1.480 -0.351  -0.120
C4 1.540 3.730 0.438  -0.115
O2 1.277 3.066 1.674  -0.190
C5 2.430 2.695 2.400  -0.101
C6 2.098 1.446 3.202  -0.387
O3 1.088 0.789 2.902  -0.049
N2 2.918 1.092 4.186  -0.124
C7 2.621 -0.071 5.015  -0.005
C8 4.115 1.847 4.537  -0.019
H1 0.084 1.928 -3.064  0.084
H2 1.655 1.183 -2.712  0.081
H3 1.548 2.483 -3.918  0.096
H4 0.005 4.679 -1.971  0.090
H5 1.172 4.639 -3.312  0.095
H6 1.699 5.181 -1.726  0.094
H7 0.810 4.522 0.323  0.121
H8 2.552 4.156 0.450  0.147
H9 2.737 3.516 3.052  0.144
H10 3.258 2.449 1.726  0.148
H11 1.651 -0.470 4.741  0.089
H12 2.611 0.226 6.063  0.102
H13 3.385 -0.835 4.870  0.101
H14 4.554 2.325 3.666  0.089
H15 4.851 1.154 4.937  0.099
H16 3.900 2.601 5.296  0.107
O4 -0.471 -0.992 0.238  -0.377
P1 -0.419 -2.183 -0.696  0.550
N3 -0.941 -1.708 -2.166  -0.181
C9 -0.754 -2.568 -3.348  -0.184
C10 -1.687 -1.956 -4.395  -0.158
C11 -1.774 -0.489 -3.974  -0.163
C12 -1.845 -0.580 -2.455  -0.180
N4 1.103 -2.772 -0.752  -0.175
C13 1.476 -4.142 -1.156  -0.189
C14 2.756 -3.942 -1.959  -0.164
C15 3.409 -2.756 -1.254  -0.161
C16 2.228 -1.837 -0.958  -0.184
N5 -1.329 -3.465 -0.245  -0.186
C17 -2.779 -3.471 -0.538  -0.181
C18 -3.319 -4.561 0.382  -0.163
C19 -2.422 -4.441 1.612  -0.164
C20 -1.044 -4.213 0.998  -0.186
H17 -1.008 -3.610 -3.134  0.107
H18 0.290 -2.538 -3.675  0.110
H19 -2.673 -2.419 -4.328  0.114
H20 -1.318 -2.099 -5.409  0.114
H21 -2.632 0.030 -4.398  0.118
H22 -0.868 0.042 -4.275  0.103
H23 -2.870 -0.807 -2.140  0.115
H24 -1.532 0.328 -1.938  0.065
H25 0.678 -4.619 -1.724  0.106
H26 1.670 -4.751 -0.269  0.113
H27 2.514 -3.682 -2.993  0.109
H28 3.379 -4.835 -1.973  0.116
H29 4.174 -2.262 -1.852  0.115
H30 3.869 -3.086 -0.321  0.116
H31 2.023 -1.170 -1.803  0.108
H32 2.381 -1.211 -0.078  0.104
H33 -2.959 -3.675 -1.594  0.111
H34 -3.236 -2.506 -0.294  0.116
H35 -3.190 -5.541 -0.082  0.118
H36 -4.377 -4.426 0.600  0.116
H37 -2.451 -5.317 2.257  0.115
H38 -2.716 -3.570 2.204  0.116
H39 -0.564 -5.165 0.757  0.111
H40 -0.375 -3.651 1.650  0.115
C21 -4.357 2.899 0.510  -0.228
Ge1 -2.460 3.112 0.958  0.646
C22 -2.236 1.821 2.543  -0.262
C23 -2.224 4.869 1.820  -0.232
C24 -1.214 2.554 -0.385  -0.437
H41 -4.996 3.153 1.357  0.017
H42 -4.549 1.867 0.215  0.012
H43 -4.621 3.547 -0.327  0.016
H44 -3.048 2.089 3.218  0.038
H45 -1.319 1.907 3.142  0.005
H46 -2.408 0.759 2.302  0.017
H47 -2.953 5.037 2.614  0.015
H48 -2.341 5.660 1.078  0.014
H49 -1.221 4.947 2.247  0.003
H50 -1.440 3.080 -1.316  -0.065

***

What is the ΔE to the lowest compared entry with this formula, charge and spin in the first record? 269.8 kJ/mol

***

The lowest maximum force belongs to which entry? C24H50GeN5O4PY